Entry 1:
A cluster of 3 separate species, C18H15N3O6 in total at a distorted geometry. Source: the Open Molecules 2025 dataset; level of theory: ωB97M-V with the def2-TZVPD basis set.

```
42
Properties=species:S:1:pos:R:3:forces:R:3:nbo_charge:R:1
O 4.203889 15.034533 -3.567700 0.03 0.13 0.14 -0.391
O -3.018773 15.610662 -0.446757 0.08 0.16 -0.04 -0.356
O 6.232191 20.310914 -2.458407 0.73 -0.31 0.19 -0.377
O 2.802922 16.201655 -2.422620 -0.07 0.11 0.23 -0.368
O -2.302772 13.684461 0.188365 -0.02 0.02 0.03 -0.390
O 8.294984 20.336682 -1.782764 -0.55 -0.21 -0.20 -0.376
N 7.370242 19.859245 -2.422028 -0.28 0.36 -0.16 0.528
N -2.156249 14.877264 -0.021348 0.12 -0.62 0.14 0.530
N 3.165516 15.171262 -2.942847 0.30 -0.12 -0.68 0.521
C -0.539413 16.717926 -0.175826 -0.42 0.33 -0.12 -0.193
C 6.922118 16.902123 -4.696870 0.71 0.66 0.19 -0.195
C 7.661384 18.671258 -3.255898 0.85 0.35 -0.22 0.022
C 9.267300 17.167746 -4.142798 0.21 -0.03 0.00 -0.214
C 9.003910 18.308491 -3.410976 -0.39 -0.33 0.11 -0.188
C -0.830332 15.429680 0.264269 0.57 1.55 0.18 0.004
C 0.662102 17.326062 0.138543 0.56 -0.44 -0.17 -0.197
C 1.315476 15.372228 1.333764 0.23 0.03 0.64 -0.217
C 6.633838 18.023058 -3.912742 -0.43 -0.72 0.27 -0.188
C 0.356162 12.914463 -1.987620 -0.44 -0.78 -0.84 -0.214
C 0.085852 14.801053 1.086684 -0.95 -1.09 -0.48 -0.195
C 0.609181 11.780724 -2.749770 0.91 -0.06 0.01 -0.169
C 1.759761 11.738109 -3.542621 -0.50 0.12 0.83 -0.211
C 2.285527 14.012165 -2.878410 -0.48 -0.91 0.77 0.074
C 8.246938 16.491345 -4.778948 -0.50 -0.61 -0.32 -0.183
C 2.609773 12.825370 -3.534131 0.36 0.27 -1.19 -0.206
C 1.164123 14.045431 -2.067278 -1.00 -0.42 0.37 -0.204
C 1.660266 16.616620 0.825437 -1.19 0.43 0.43 -0.160
H -0.577120 12.861443 -1.439974 0.23 0.55 0.42 0.232
H 2.575847 17.086387 1.153112 0.12 0.03 -0.30 0.230
H 6.170735 16.373069 -5.261417 -0.25 0.01 0.26 0.231
H -1.261055 17.308830 -0.724934 -0.15 -0.28 0.00 0.248
H 10.272721 16.772434 -4.210536 0.05 0.20 -0.04 0.220
H 2.013605 10.853535 -4.108293 0.03 0.02 -0.05 0.223
H -0.012835 10.900354 -2.656488 -0.19 0.12 -0.13 0.220
H 3.472826 12.748510 -4.182918 0.18 0.38 0.27 0.243
H -0.213545 13.832749 1.472852 0.28 0.07 0.20 0.248
H 0.776449 18.354207 -0.174713 0.34 -0.03 -0.02 0.229
H 9.830030 18.834510 -2.960390 -0.26 0.24 0.23 0.248
H 5.607442 18.284129 -3.695181 0.03 0.28 -0.21 0.254
H 1.936460 14.895540 2.082975 0.27 -0.11 -0.34 0.226
H 8.471111 15.583258 -5.327528 0.06 0.10 -0.07 0.215
H 0.781234 14.848834 -1.457932 0.80 0.58 -0.34 0.246
```
Positions in Å, forces in eV/Å.

## Properties
2S+1: 1
SMILES string: O=[N+]([O-])c1ccccc1.O=[N+]([O-])c1ccccc1.O=[N+]([O-])c1ccccc1
HOMO-LUMO gap (eV): 9.20
Energy relative to the best compared isomer or geometry (same formula, charge and spin) (eV): 0.315
Calculated total energy (hartree): -1310.3326

***

Entry 2:
A cluster of 5 separate species, C5H19NO6 in total at a distorted geometry. Source: the Open Molecules 2025 dataset; level of theory: ωB97M-V with the def2-TZVPD basis set.

```
31
Properties=species:S:1:pos:R:3:forces:R:3:mulliken_spin:R:1
O 0.921093 -2.750815 3.537189 0.16 -0.05 0.03 0.000
O 1.999534 -2.314905 0.156556 0.32 -1.40 0.35 0.000
O -0.160135 0.654524 3.518114 -0.23 -0.41 0.20 0.000
O -0.765089 -3.423111 0.180004 -0.60 0.00 -0.10 0.000
O -2.082384 1.644059 -3.417906 0.52 -0.04 0.60 0.231
O -2.148245 0.571646 0.386457 -0.81 0.84 1.49 0.004
N -0.823100 1.940410 -1.538838 1.04 -0.05 0.06 0.646
C -0.130956 1.233264 -0.521229 1.08 -1.85 0.89 0.005
C -0.143038 3.100976 -2.013265 0.80 -0.05 -3.05 -0.001
C -1.818514 1.297213 -2.298083 -1.96 -0.46 -0.30 -0.100
C 1.200697 0.624056 -1.122350 -0.27 0.26 -1.28 0.112
C -0.824380 0.083672 0.206298 -2.56 -1.85 -0.39 -0.005
H 0.680808 -2.947168 2.628009 -0.06 0.07 0.06 0.000
H 1.133361 0.525914 -2.258519 -0.03 -0.15 1.56 0.001
H -0.720421 4.013451 -1.881252 -0.27 -0.02 -0.15 0.032
H 1.304924 -0.356793 -0.637580 0.36 0.37 -0.42 -0.002
H 0.108772 1.970288 0.242293 0.19 0.21 0.03 0.029
H 0.748369 0.484184 3.789925 -0.05 0.33 -0.15 0.000
H -0.287203 -0.276765 1.106392 -0.06 1.03 -0.12 0.002
H 0.083767 2.926374 -3.165896 -0.83 0.58 2.14 0.044
H 2.763335 -2.565952 0.702665 0.06 0.75 0.14 0.000
H 1.198122 -1.829587 3.544819 -0.12 -0.08 -0.05 0.000
H -2.359327 0.553652 -1.675172 0.34 0.15 -0.65 -0.011
H 0.831340 3.197567 -1.564444 0.06 0.03 0.51 0.004
H 2.039363 1.285051 -0.924311 0.12 -0.14 0.13 0.005
H -0.668806 -3.421493 -0.776202 -0.01 -0.13 -0.09 0.000
H 1.801314 -3.222718 -0.140469 -0.13 0.48 -0.49 0.000
H -1.111612 -0.923899 -0.222825 1.74 0.92 -0.92 0.002
H -2.704895 0.015934 0.962686 0.54 0.18 -0.21 0.000
H 0.092364 -3.191565 0.524475 0.35 0.24 0.15 0.000
H -0.159062 1.102551 2.672468 0.30 0.22 0.05 0.001
```
Positions in Å, forces in eV/Å.

## Properties
2S+1: 2
Net charge: +1
HOMO-LUMO gap (spin up / spin down) (eV): 10.73 / 5.94
Energy relative to the best compared isomer or geometry (same formula, charge and spin) (eV): 2.369
Calculated total energy (hartree): -707.7194

***

Entry 3:
The molecule C4H7NO. Source: the Open Molecules 2025 dataset; level of theory: ωB97M-V with the def2-TZVPD basis set.

```
13
Properties=species:S:1:pos:R:3:forces:R:3:nbo_charge:R:1
O -0.205637 1.501409 0.213998 0.19 -0.24 -0.01 -0.472
N -1.901071 -0.033119 -0.849939 -0.18 0.06 -0.22 -0.585
C -1.386118 -0.901335 0.263220 -0.08 -0.21 0.34 -0.296
C 0.692904 0.586989 -0.538595 0.17 0.05 -0.03 0.056
C -0.669257 0.271055 -0.219047 0.09 -0.56 -0.10 0.310
C 1.798771 0.074856 0.346753 0.06 -0.02 -0.05 -0.635
H 0.954972 0.824773 -1.570158 -0.13 0.53 0.27 0.193
H -1.077137 -1.868934 -0.134459 0.09 0.17 0.36 0.203
H -2.616316 0.597850 -0.487273 0.16 -0.01 -0.11 0.362
H -1.847816 -0.928543 1.242546 -0.26 0.19 -0.13 0.205
H 1.410774 -0.220260 1.328774 -0.01 0.07 -0.26 0.221
H 2.318279 -0.781587 -0.093017 -0.08 0.09 -0.05 0.217
H 2.527658 0.876849 0.497195 -0.02 -0.13 0.00 0.223
```
Positions in Å, forces in eV/Å.

## Properties
2S+1: 1
SMILES string: C[C@@H]1O[C@]12CN2
HOMO-LUMO gap (eV): 10.35
Energy relative to the best compared isomer or geometry (same formula, charge and spin) (eV): 3.308
Calculated total energy (hartree): -286.5101

***

Entry 4:
A cluster of 3 separate species, C49H39O6P in total at a distorted geometry. Source: the Open Molecules 2025 dataset; level of theory: ωB97M-V with the def2-TZVPD basis set.

```
95
Properties=species:S:1:pos:R:3:forces:R:3:mulliken_charge:R:1
P -6.878063 1.561839 -0.180345 -0.63 -1.49 -1.16 0.168
O 4.029896 3.725648 -0.266335 0.09 0.20 0.20 -0.674
O 3.661961 -7.833610 -1.468608 -0.21 -0.04 -0.24 -0.670
O -1.316884 0.931587 2.910535 -1.03 -1.55 -3.54 -0.590
O 5.452588 7.792234 2.880764 -0.08 -0.27 -0.21 -0.666
O -1.850556 -3.688493 1.068465 0.29 4.11 -1.44 -0.525
O 0.160449 -8.491809 -5.439389 0.23 0.03 0.26 -0.670
C 5.150799 6.846482 2.173027 0.25 0.78 0.60 0.601
C 5.390088 5.619229 0.012587 0.29 0.18 -0.22 0.099
C 5.989834 5.465782 -1.238390 0.18 0.12 -0.15 -0.499
C 3.230759 -8.760006 -3.582239 0.19 -0.20 -0.27 0.174
C 6.934168 6.388706 -1.675547 -0.16 -0.08 0.15 -0.471
C -0.174258 -0.268269 1.087341 1.35 -1.67 -1.36 0.556
C -4.292791 -1.999320 -0.094870 0.59 3.86 1.48 -0.834
C -5.354209 0.520634 0.198193 3.20 -2.12 1.08 0.269
C -1.102261 -6.441199 -2.019583 0.15 -0.11 -0.15 -0.528
C -2.868083 -0.002392 1.118270 -2.41 -0.97 -1.43 0.269
C 6.685038 7.625969 0.379428 0.14 0.02 -0.20 -0.533
C 1.087539 -6.816588 -1.080030 -0.21 0.12 0.06 -0.791
C -1.744113 -2.475165 0.762478 0.19 -0.84 0.60 0.195
C 3.935910 -10.247443 -5.830629 -0.15 0.13 0.10 -0.457
C 0.950240 -8.367218 -4.518696 -0.66 -0.11 -0.75 0.622
C 1.475832 -7.477914 -2.246528 -0.33 0.16 0.14 0.355
C 2.193681 -1.584323 -0.361707 -2.66 1.04 1.47 -0.461
C 4.516820 -9.290645 -3.694218 0.11 -0.14 -0.16 -0.551
C -3.444700 3.566714 0.209985 0.10 -0.82 0.41 -1.377
C -4.599784 4.371180 3.188260 -1.03 0.04 0.21 -0.657
C 0.566178 -7.632435 -3.292693 -0.19 0.20 0.26 0.195
C -8.010213 1.800558 1.312779 -0.86 0.40 0.54 -0.942
C 4.867239 -10.032008 -4.817084 -0.13 0.11 0.12 -0.459
C -3.008047 -1.481145 0.586813 -1.75 1.29 -0.31 0.343
C 5.747655 6.693762 0.827080 0.21 0.06 -0.32 0.139
C 2.746529 4.983256 4.391429 0.14 0.10 -0.17 -0.538
C 2.853076 -8.007649 -2.363899 0.64 0.13 0.71 0.545
C 2.305907 -8.955139 -4.608216 0.32 -0.20 -0.09 0.204
C -4.039150 1.033344 0.927538 -0.15 -3.12 -0.96 0.061
C -6.488055 3.168089 -1.086839 0.47 0.69 -0.46 -0.903
C 2.336164 3.950890 3.550576 0.09 0.02 -0.15 -0.258
C 3.665511 5.924878 3.940948 -0.17 -0.13 0.15 -0.632
C 2.858732 3.849154 2.266197 -0.11 0.02 0.27 -0.609
C 7.276108 7.472596 -0.869776 -0.14 -0.07 0.15 -0.457
C -0.721155 -7.104162 -3.180938 -0.13 0.12 0.18 -0.701
C 2.659319 -9.705446 -5.730176 0.21 -0.13 -0.10 -0.545
C 4.375918 4.639919 0.463258 -0.27 -0.71 -0.56 0.492
C -4.159900 3.966530 4.682818 0.17 1.00 -0.66 -0.919
C -5.105585 3.103180 2.296365 0.06 1.44 -0.81 -0.094
C -0.319296 -1.742478 0.553173 2.45 1.34 -0.66 0.316
C 3.794046 4.781908 1.817238 -0.19 -0.05 0.28 0.067
C 2.320807 -0.131397 0.198625 -2.94 -1.23 0.57 -0.276
C -1.486253 0.321344 1.827713 1.32 0.45 1.21 0.121
C 4.186727 5.829548 2.650098 -0.23 -0.22 0.21 0.378
C 0.881327 -2.435461 -0.188560 0.21 4.03 1.54 -0.519
C -5.453649 -0.981078 -0.270239 2.83 0.89 1.22 -0.674
C -3.881345 2.550629 1.416993 0.86 -0.36 0.69 0.816
C -0.200757 -6.303740 -0.966116 0.17 -0.06 -0.03 -0.473
C 1.137940 0.546937 0.944767 -1.01 -4.21 -1.39 -0.697
H -4.350295 -3.086595 -0.464343 0.04 2.01 0.71 0.337
H 5.245004 -9.130849 -2.905431 -0.23 0.06 -0.01 0.459
H -8.126949 2.915241 1.569630 0.28 -1.66 -0.12 0.312
H 3.977533 6.729922 4.598761 0.05 -0.04 -0.23 0.466
H -3.215349 2.884484 -0.689279 -0.37 1.46 1.12 0.378
H 0.797915 -3.501283 -0.618783 0.13 1.98 0.85 0.252
H 2.539572 3.040457 1.618094 0.23 0.20 -0.04 0.439
H 5.866345 -10.447705 -4.900453 -0.11 0.05 0.02 0.393
H -7.713111 1.183662 2.229524 -0.15 1.04 -1.31 0.307
H -5.639190 2.308415 2.916411 1.02 1.02 -0.68 0.377
H 3.269156 0.511423 0.076984 -1.60 -1.41 0.05 0.337
H 7.403037 6.264537 -2.646484 -0.06 0.00 0.10 0.395
H -4.674391 2.991011 4.977278 0.96 1.35 -0.24 0.265
H -2.965461 2.553396 2.126447 -1.56 -0.28 -1.07 0.162
H -6.520976 4.117022 -0.446436 0.25 -1.28 -0.89 0.279
H -2.104846 -6.034554 -1.932959 0.11 -0.05 0.00 0.480
H -3.019449 3.925745 4.707230 -1.58 -0.43 0.27 0.199
H -5.906624 3.551953 1.590987 1.31 -0.92 1.02 -0.276
H 4.206339 -10.836828 -6.700884 -0.04 0.07 0.09 0.395
H -4.240083 4.353748 -0.005209 1.01 -1.26 0.13 0.284
H 3.065140 -2.072951 -0.935720 -1.53 1.04 1.11 0.318
H 8.007746 8.196372 -1.214466 -0.08 -0.07 0.05 0.397
H -2.494478 4.120162 0.514564 -1.24 -0.81 -0.48 0.325
H 1.939682 -9.872353 -6.525441 -0.01 0.13 0.19 0.457
H -4.477387 4.820853 5.393492 0.49 -1.52 -1.01 0.319
H 6.959150 8.469834 1.004631 -0.14 -0.19 0.04 0.461
H 1.785895 -6.703123 -0.256587 0.02 -0.09 -0.21 0.467
H -9.057971 1.416397 1.007430 1.77 0.65 0.35 0.346
H -7.233855 3.301477 -1.957714 1.01 -0.39 1.56 0.399
H 5.725852 4.625428 -1.872759 -0.09 0.08 0.21 0.458
H 1.138219 1.597240 1.375926 0.20 -1.66 -0.75 0.307
H -6.399638 -1.354078 -0.791144 1.46 0.86 0.86 0.260
H -0.502515 -5.794052 -0.055809 0.01 -0.04 -0.08 0.632
H -3.790871 4.983247 2.630150 -1.19 -1.20 0.91 0.232
H -5.493133 5.097545 3.298018 1.31 -1.18 -0.30 0.409
H -1.429603 -7.212232 -3.996180 0.22 -0.08 0.03 0.458
H 1.611790 3.221310 3.899473 0.07 0.06 -0.05 0.558
H 2.347883 5.055047 5.398226 0.04 0.00 -0.11 0.396
H -5.455763 3.034686 -1.589269 -1.62 0.33 0.96 0.223
```
Positions in Å, forces in eV/Å.

## Properties
2S+1: 1
SMILES string: CCC[C@H](C)c1c(P(C)C)ccc2c1C(=O)c1ccccc1C2=O.O=C1c2ccccc2C(=O)c2ccccc21.O=C1c2ccccc2C(=O)c2ccccc21
HOMO-LUMO gap (eV): 6.68
Calculated total energy (hartree): -2683.0745

***

Q: Number 2 is which compound?
A: C5H19NO6